No. 1
Formula: C58H135N3O21
Source: OMol25
Level of theory: ωB97M-V with the def2-TZVPD basis set

Its spin multiplicity is 1. The SMILES is CCN(CC)CC.CCN(CC)CC.COCCOCCOC.COCCOCCOC.COCCOCCOC.COCCOCCOC.COCCOCCOC.COCCOCCOC.COCCOCCOC.CCCC#N. The LUMO energy comes out at 0.70 eV. The calculation puts the orbital gap at 8.93 eV. Its energy above the lowest of the compared OMol25 structures with the same formula, charge and spin is 70.3 kcal/mol.

CARTESIAN COORDINATES (ANGSTROEM)
O (-1.836, 7.344, 4.241)
O (3.562, 5.255, -1.699)
O (2.575, 2.625, 6.029)
O (0.761, 2.457, -5.432)
O (4.918, 1.613, 7.795)
O (-6.807, -1.275, 0.049)
O (-4.859, 1.691, -2.246)
O (4.369, 0.954, 1.581)
O (-4.247, 2.985, 0.260)
O (-4.785, -3.565, -0.325)
O (6.189, -4.336, -3.675)
O (1.228, -5.588, -0.308)
O (-0.296, 3.317, 0.307)
O (1.795, 3.256, -2.697)
O (-4.018, -0.052, -4.288)
O (-7.986, -1.149, 2.729)
O (1.896, -0.276, 0.776)
O (4.355, -2.021, 1.629)
O (2.953, -4.508, -2.215)
O (-0.799, 4.887, 2.681)
O (0.595, 1.726, 4.054)
N (3.414, -1.617, -6.328)
N (-2.680, -4.075, -2.689)
N (-2.174, -2.714, 4.719)
C (-4.550, 1.200, -4.604)
C (2.040, -3.496, -7.250)
C (0.314, -3.284, 4.519)
C (-5.991, -3.327, -1.075)
C (1.540, 1.613, -4.593)
C (-9.036, -0.307, 2.315)
C (4.043, -4.944, -3.025)
C (-6.158, -1.662, 1.248)
C (3.380, -2.822, -7.112)
C (2.505, 1.296, 5.565)
C (-3.490, -0.767, -5.396)
C (2.905, 2.819, 7.344)
C (6.303, 1.646, 7.871)
C (3.939, -1.963, -4.992)
C (5.269, -4.269, -2.615)
C (1.846, -5.287, -2.527)
C (7.403, -3.885, -3.316)
C (3.683, -0.843, -3.974)
C (-2.556, -3.071, -2.139)
C (-0.615, 5.265, 4.072)
C (-0.662, 2.378, -5.090)
C (3.477, 1.606, 0.670)
C (2.240, -1.187, 1.880)
C (0.385, 4.815, 2.021)
C (0.795, -4.979, -1.466)
C (5.290, -2.982, 1.145)
C (-1.039, -1.313, -1.251)
C (5.689, 1.367, 1.376)
C (-3.146, -1.864, 5.399)
C (-0.093, -1.387, -2.437)
C (-1.800, 6.029, 4.669)
C (-2.728, -2.107, 2.356)
C (2.655, 4.033, -3.477)
C (-2.463, -1.703, -1.686)
C (-6.255, -1.843, -1.116)
C (1.045, 1.002, 5.250)
C (1.500, 1.925, -3.080)
C (-2.566, -3.215, 3.403)
C (-0.807, 1.686, 3.821)
C (-4.413, -2.642, 5.708)
C (-0.760, -2.278, 4.809)
C (0.340, -5.301, 0.769)
C (-1.055, 3.299, -0.840)
C (-5.119, 1.866, 0.177)
C (-3.162, 7.766, 4.113)
C (-5.776, 1.833, -1.185)
C (-4.634, -4.970, -0.057)
C (2.818, 5.448, -2.919)
C (-3.624, 3.011, 1.547)
C (2.034, 1.166, 1.009)
C (-5.531, 1.500, -3.477)
C (4.221, -0.588, -7.027)
C (3.374, 0.012, -8.257)
C (-6.667, -0.756, 2.379)
C (3.872, 6.447, -0.965)
C (4.369, 2.910, 7.668)
C (3.025, -2.365, 1.405)
C (0.251, 4.592, 0.526)
H (-1.056, 3.302, -5.542)
H (-0.207, -5.318, -1.774)
H (1.623, 1.351, 2.006)
H (2.524, 2.054, 8.085)
H (5.035, -3.390, 0.098)
H (1.317, 1.668, 0.396)
H (-2.811, -1.170, -2.590)
H (5.389, -3.808, 1.858)
H (1.504, -5.091, -3.560)
H (-4.263, -0.934, -6.212)
H (2.628, 1.682, -4.925)
H (-0.242, -2.257, -3.024)
H (-1.816, 5.984, 5.745)
H (0.781, -5.733, 1.661)
H (-2.739, -1.574, 6.391)
H (-1.062, 2.405, 3.011)
H (-0.313, -0.551, -3.132)
H (6.618, 2.353, 8.597)
H (3.736, 1.275, -0.329)
H (-6.837, -3.838, -0.643)
H (6.764, 1.874, 6.914)
H (-3.187, -1.768, -5.068)
H (5.059, -2.171, -5.105)
H (1.255, 0.566, -4.789)
H (2.139, -6.339, -2.571)
H (-0.752, -1.931, -0.408)
H (2.743, -0.764, 2.775)
H (2.862, 0.463, 6.235)
H (2.213, 1.182, -2.603)
H (2.496, 3.777, 7.702)
H (0.900, 3.952, 2.351)
H (-0.501, 5.321, 0.218)
H (-3.277, -1.606, -0.943)
H (-5.101, 1.207, -5.587)
H (-4.898, -2.923, 4.770)
H (8.063, -3.986, -4.201)
H (-4.240, -3.589, 6.223)
H (0.866, -0.070, 5.122)
H (1.046, 5.699, 2.157)
H (4.042, -3.606, -6.741)
H (6.262, 0.799, 2.125)
H (1.845, 5.816, -2.813)
H (2.775, -3.263, 1.938)
H (4.292, 0.064, -4.053)
H (1.279, -1.479, 2.232)
H (-1.401, 1.946, 4.686)
H (-6.275, 0.681, -3.359)
H (-6.077, 2.423, -3.582)
H (-2.964, -2.496, 1.391)
H (2.664, -0.621, -3.786)
H (-5.900, 1.964, 0.981)
H (-4.341, 3.273, 2.293)
H (2.974, -0.802, -8.861)
H (3.675, 3.668, -3.635)
H (-6.300, -2.700, 1.460)
H (-6.015, -0.890, 3.274)
H (-0.550, 3.939, -1.612)
H (-2.830, 3.794, 1.477)
H (-6.983, -1.603, -1.911)
H (5.057, -3.223, -2.374)
H (0.959, -1.207, -2.105)
H (3.462, -2.907, -4.614)
H (-2.063, 3.584, -0.721)
H (-0.652, -1.913, 5.848)
H (-0.976, -0.310, -0.890)
H (1.652, -3.862, -6.273)
H (6.275, -2.491, 1.142)
H (-9.139, 0.674, 2.857)
H (0.213, -4.148, 5.256)
H (-9.939, -0.886, 2.420)
H (6.590, 0.599, 8.149)
H (-3.703, 6.992, 3.465)
H (-8.952, 0.023, 1.245)
H (-1.087, 1.585, -5.707)
H (-3.825, 1.964, -4.569)
H (1.968, -4.391, -7.926)
H (4.397, 0.287, -6.386)
H (-0.522, -1.312, 4.244)
H (1.255, 4.779, 0.025)
H (-3.291, 1.965, 1.804)
H (-1.069, 2.297, -1.239)
H (4.799, 6.290, -0.375)
H (5.792, -4.686, -1.718)
H (-2.733, 5.463, 4.348)
H (-5.339, -1.337, -1.307)
H (-5.786, -3.636, -2.149)
H (4.192, -6.052, -2.831)
H (3.383, 6.093, -3.616)
H (2.531, 0.627, -7.889)
H (3.898, 0.765, -8.857)
H (-0.344, 4.414, 4.661)
H (0.271, 5.920, 4.114)
H (-1.243, 0.774, 3.497)
H (0.198, -3.783, 3.512)
H (3.108, 6.729, -0.211)
H (1.279, -2.729, 4.522)
H (-5.580, -5.485, 0.074)
H (-3.474, -1.403, 2.602)
H (7.854, -4.581, -2.572)
H (3.114, 1.194, 4.650)
H (4.944, 3.402, 6.902)
H (-3.529, -3.744, 3.484)
H (-4.119, -5.380, -0.927)
H (3.709, -2.628, -8.099)
H (-1.843, -3.982, 3.024)
H (-2.608, -0.280, -5.836)
H (0.751, -3.895, -1.348)
H (4.488, 3.410, 8.651)
H (-5.175, -2.021, 6.141)
H (-4.090, -5.062, 0.864)
H (2.776, -2.565, 0.355)
H (-4.660, 0.836, 0.342)
H (-6.691, 0.328, 2.107)
H (7.359, -2.857, -2.868)
H (0.533, 1.601, -2.618)
H (6.074, 1.105, 0.404)
H (4.045, -1.256, -3.022)
H (-1.800, -1.633, 2.162)
H (2.251, 4.094, -4.481)
H (5.184, -1.009, -7.363)
H (5.816, 2.473, 1.504)
H (3.886, -4.810, -4.136)
H (-3.189, 8.720, 3.544)
H (-6.273, 2.756, -1.359)
H (1.224, -2.707, -7.568)
H (-0.884, 2.283, -4.050)
H (0.206, -4.192, 0.827)
H (-5.126, -1.649, 1.014)
H (-3.418, -0.916, 4.854)
H (4.093, 7.250, -1.722)
H (-6.565, 1.057, -1.156)
H (-0.692, -5.606, 0.630)
H (3.594, 2.675, 0.635)
H (-3.649, 7.932, 5.089)
H (0.445, 1.325, 6.067)

=====

No. 2
Formula: C18H26Br10O4
Source: OMol25
Level of theory: ωB97M-V with the def2-TZVPD basis set

Its spin multiplicity is 1. The LUMO energy comes out at -0.68 eV. The calculation puts the orbital gap at 8.60 eV.

CARTESIAN COORDINATES (ANGSTROEM)
Br (0.861, 3.197, 5.787)
Br (3.571, 2.217, 3.460)
Br (-5.270, 3.178, 5.918)
Br (-2.240, 5.269, 6.175)
Br (-2.699, -3.383, -1.816)
Br (0.058, -1.128, -2.783)
Br (-0.875, -7.254, -0.734)
Br (-2.270, -8.073, -4.053)
Br (-1.950, 2.033, -5.043)
Br (-0.825, -0.639, -7.318)
O (3.167, 0.634, -3.544)
O (3.233, 3.985, -0.012)
O (4.520, 3.491, 1.703)
O (0.568, 0.023, 0.412)
C (-2.728, -7.313, -1.330)
C (2.139, 1.731, 5.913)
C (2.896, 1.724, 1.209)
C (-2.965, -8.460, -2.276)
C (3.501, 2.148, 5.419)
C (2.668, -1.145, -2.064)
C (-1.769, -1.231, -3.464)
C (-0.657, 2.098, -6.497)
C (1.963, -1.355, -0.940)
C (-3.547, 2.787, 6.738)
C (2.695, 0.974, -0.116)
C (1.611, -0.103, -0.135)
C (-2.985, 3.994, 7.441)
C (3.400, 1.167, -1.215)
C (-1.102, 1.257, -7.664)
C (3.609, 3.145, 0.990)
C (-2.748, -1.510, -2.355)
C (3.083, 0.288, -2.411)
H (-3.746, 1.988, 7.451)
H (-2.500, -9.385, -1.949)
H (1.720, 0.899, 5.354)
H (1.986, 1.744, 1.809)
H (-2.899, 2.413, 5.950)
H (3.804, 3.126, 5.782)
H (3.019, 4.822, 0.432)
H (-2.154, 1.384, -7.904)
H (-3.314, -7.439, -0.421)
H (2.173, 1.474, 6.971)
H (-2.950, -6.345, -1.770)
H (0.298, 1.784, -6.084)
H (-4.033, -8.623, -2.418)
H (1.670, -2.357, -0.623)
H (-2.562, -0.920, -1.461)
H (4.251, 1.411, 5.705)
H (-3.725, 4.528, 8.030)
H (4.211, 1.900, -1.263)
H (-2.151, 3.709, 8.081)
H (-0.599, 3.147, -6.781)
H (3.643, 1.079, 1.812)
H (-0.502, 1.478, -8.545)
H (-3.769, -1.338, -2.693)
H (-1.776, -1.990, -4.242)
H (2.951, -1.979, -2.708)
H (-1.959, -0.256, -3.911)

=====

No. 3
Formula: C30H36N6O11P2STi
Source: OMol25
Level of theory: ωB97M-V with the def2-TZVPD basis set

Its spin multiplicity is 2. The LUMO energy (alpha / beta) comes out at -3.73 / -4.09 eV. Its total charge is +1. The calculation puts the orbital gap (alpha / beta) at 6.71 / 6.31 eV. Its energy above the lowest of the compared OMol25 structures with the same formula, charge and spin is 70.6 kcal/mol.

CARTESIAN COORDINATES (ANGSTROEM)
Ti (0.586, -0.158, 0.028)
S (-0.218, 4.307, -0.658)
P (1.934, -3.145, 0.189)
P (-0.692, -2.791, 1.401)
O (-1.711, -3.278, 2.518)
O (3.167, -1.583, -1.884)
O (1.675, -1.634, 0.383)
O (-0.613, -1.274, 1.420)
O (0.181, -2.024, -2.449)
O (-0.679, 0.842, -0.875)
O (0.601, -5.088, 1.527)
O (1.978, 2.563, -0.466)
O (3.449, -3.409, 0.551)
O (-1.239, -3.446, 0.090)
O (1.464, -3.836, -1.031)
N (1.324, 0.779, 1.851)
N (-2.793, 4.812, -0.234)
N (-0.748, 2.580, 1.445)
N (2.081, 0.369, -1.191)
N (-0.413, -1.285, -1.442)
N (-1.879, 3.308, 1.212)
C (-3.479, 0.283, -0.009)
C (-2.890, -1.037, -0.377)
C (-2.307, 7.212, -0.680)
C (2.995, 0.178, 3.475)
C (4.463, 2.963, -2.323)
C (-1.731, 4.101, 0.183)
C (-1.821, 1.984, 3.588)
C (-2.388, -2.204, -2.523)
C (0.501, 1.182, 2.849)
C (5.550, 2.761, -3.166)
C (1.518, -3.406, 2.965)
C (-1.949, -1.132, -1.559)
C (3.723, 1.849, -1.981)
C (5.876, 1.489, -3.634)
C (-2.414, -1.965, -3.995)
C (4.054, 0.587, -2.432)
C (-3.299, -4.721, 0.093)
C (2.546, 0.332, 2.183)
C (-0.737, 1.927, 2.553)
C (0.851, 0.946, 4.179)
C (3.082, -0.379, -1.845)
C (2.097, 0.443, 4.499)
C (-2.644, -3.355, -1.909)
C (0.909, -3.720, 1.607)
C (-2.667, -3.439, -0.392)
C (-2.756, 5.867, -1.233)
C (-1.010, -0.030, -1.893)
C (5.132, 0.372, -3.267)
C (2.509, 1.710, -1.138)
C (-3.301, -2.187, 0.135)
H (0.913, -3.859, 3.751)
H (5.382, -0.619, -3.618)
H (6.155, 3.606, -3.467)
H (-3.017, 7.587, 0.057)
H (0.588, -5.338, 0.591)
H (-3.759, 5.941, -1.653)
H (4.204, 3.945, -1.953)
H (-4.048, -2.251, 0.915)
H (-3.607, 4.718, 0.355)
H (3.980, -3.559, -0.246)
H (-4.014, 0.702, -0.866)
H (2.520, -3.828, 3.024)
H (-2.843, -2.819, -4.515)
H (-1.451, 2.386, 4.532)
H (-2.898, -4.249, -2.464)
H (3.184, 0.065, 1.349)
H (-1.406, -1.801, -4.375)
H (-2.732, 1.010, 0.284)
H (-4.189, 0.157, 0.807)
H (-0.825, 0.291, -2.915)
H (-2.096, 5.542, -2.040)
H (-4.331, -4.759, -0.258)
H (3.999, -0.169, 3.663)
H (6.724, 1.370, -4.295)
H (2.373, 0.279, 5.532)
H (-2.618, 2.628, 3.233)
H (0.621, -2.790, -1.987)
H (0.156, 1.204, 4.961)
H (-2.232, 7.943, -1.484)
H (-2.228, 0.990, 3.781)
H (-3.011, -1.081, -4.229)
H (-1.558, -2.907, 3.397)
H (-2.763, -5.580, -0.308)
H (1.580, -2.328, 3.126)
H (-3.293, -4.775, 1.179)
H (-1.330, 7.129, -0.204)

=====

No. 4
Formula: C3H7N3S
Source: OMol25
Level of theory: ωB97M-V with the def2-TZVPD basis set

Its spin multiplicity is 1. The SMILES is C=NNC(=S)NC. The LUMO energy comes out at -0.11 eV. The calculation puts the orbital gap at 8.27 eV. Its energy above the lowest of the compared OMol25 structures with the same formula, charge and spin is 123.9 kcal/mol.

CARTESIAN COORDINATES (ANGSTROEM)
S (1.376, 1.246, 1.137)
N (-0.568, -0.408, 0.253)
N (-0.986, -1.163, 1.355)
N (0.201, 0.958, -1.356)
C (-0.070, -0.012, -2.673)
C (-1.745, -2.232, 0.885)
C (0.395, 0.501, -0.001)
H (-1.290, -0.203, -2.892)
H (0.422, -1.098, -2.657)
H (0.767, 1.955, -1.277)
H (-0.678, -1.006, -0.595)
H (0.457, 0.767, -3.306)
H (-1.824, -3.152, 1.686)
H (-1.880, -2.456, -0.176)